Below is a gas-phase ion, C4H9N2O3 (charge -1) at a distorted geometry, with properties calculated with ωB97M-V/def2-TZVPD.

Values from the calculation:
ΔE to the lowest compared entry with this formula, charge and spin ... 4.624 eV
HOMO energy ... -1.69 eV
LUMO ... 3.77 eV
Calculated total energy ... -13412.7424 eV
SMILES ... C[C@@H](O)/C(O)=C/N(N)[O-]
HOMO-LUMO gap ... 5.455 eV
Total charge ... -1

CARTESIAN COORDINATES (ANGSTROEM)
C: -1.2732 0.8416 2.1927
C: -0.7610 -0.3458 1.3770
O: -1.9358 -1.1273 1.2329
C: -0.0689 -0.0187 0.0621
O: -1.0367 0.4442 -0.8225
C: 1.1557 -0.5127 -0.3615
N: 1.7840 -0.5249 -1.6286
N: 1.1044 0.3689 -2.5506
O: 3.0820 -0.5243 -1.7687
H: -1.9379 1.5085 1.5589
H: -0.6186 1.5004 2.4811
H: -1.9096 0.4065 3.0507
H: -0.1255 -1.0046 1.8632
H: -1.9208 -1.6606 0.4604
H: -0.5045 0.2941 -1.5999
H: 2.0285 -0.9358 0.2412
H: 1.6561 1.2704 -2.2864
H: 1.2817 0.0199 -3.5020

Force components x, y, z for each atom (eV/Å):
C -5.007 -3.052 -1.412
C -0.069 1.080 -1.183
O -1.342 0.051 0.620
C 0.044 -0.999 0.739
O 0.321 -0.086 0.441
C 2.153 0.004 0.164
N -3.870 -0.519 -0.236
N 0.914 1.110 1.439
O 1.684 0.204 0.334
H 0.301 -1.244 0.410
H 4.237 3.106 2.119
H 1.027 0.924 -1.151
H 1.825 -0.594 1.695
H 0.358 -0.480 -1.158
H -0.011 0.646 -2.103
H -1.994 0.563 0.202
H -1.052 -1.317 -1.630
H 0.480 0.601 0.712